C3H4N2O | the ωB97M-V functional and the def2-TZVPD basis

HOMO energy in eV: -9.00
Max |F| in eV/Å: 0.38
LUMO in eV: 1.1
Relative energy (zero: lowest compared OMol25 entry of this formula, charge and spin) in kJ/mol: 93.17
Gap between HOMO and LUMO in eV: 10.05
SMILES string: Oc1cc[nH]n1
Total charge: 0

Each atom is followed by the atoms it is bonded to, with distances in Å.
Positions of all 10 atoms, in Å:
1 O -1.602 1.593 -0.044  C2 1.351, H7 0.958
2 C -0.672 0.622 -0.185  O1 1.351, C3 1.408, N6 1.321
3 C -0.669 -0.539 0.611  C2 1.408, C4 1.373, H8 1.078
4 C 0.427 -1.237 0.167  C3 1.373, N5 1.351, H9 1.081
5 N 0.984 -0.497 -0.818  C4 1.351, N6 1.353, H10 1.007
6 N 0.325 0.661 -1.050  C2 1.321, N5 1.353
7 H -1.739 2.036 -0.882  O1 0.958
8 H -1.389 -0.795 1.371  C3 1.078
9 H 0.829 -2.195 0.465  C4 1.081
10 H 1.816 -0.704 -1.346  N5 1.007

Here are the Mulliken charges for atoms 1 to 6, given in e: O -0.5076; C 0.5461; C -0.3502; C -0.4914; N 0.2969; N -0.8315